1) The following is a DFT calculation (ωB97M-V with the def2-TZVPD basis set) of the molecule C4H5NO2.

Each atom is followed by the atoms it is bonded to, with distances in Å.
Atoms and positions in Å:
1 O 0.56 1.15 1.85  C2 1.209
2 C 0.85 1.25 0.68  O1 1.209, C3 1.491, H8 1.101
3 C 0.91 0.07 -0.22  C2 1.491, C4 1.388, H9 1.085
4 C 0.58 -1.19 0.27  C3 1.388, N5 1.827, H10 1.085, H11 1.087
5 N -1.18 -1.14 -0.24  C4 1.827, C6 1.284
6 C -1.60 -0.01 -0.68  N5 1.284, O7 1.241, H12 1.126
7 O -1.18 1.13 -0.94  C6 1.241
8 H 1.10 2.22 0.23  C2 1.101
9 H 1.26 0.20 -1.24  C3 1.085
10 H 0.89 -2.07 -0.27  C4 1.085
11 H 0.48 -1.29 1.35  C4 1.087
12 H -2.67 -0.34 -0.79  C6 1.126

Results
Highest occupied orbital energy (alpha / beta): -10.15 / -10.15 eV
Total charge: 0
M: 99.09 g mol⁻¹
Frontier orbital gap (alpha / beta): 8.3 / 8.3 eV

---

2) The following is a DFT calculation (ωB97M-V with the def2-TZVPD basis set) of the molecule C4H5NO2.

Each atom is followed by the atoms it is bonded to, with distances in Å.
Atoms and positions in Å:
1 N 0.92 1.90 -0.96  C2 1.399, H8 1.012, H9 1.022
2 C 0.41 0.63 -0.65  N1 1.399, C3 1.355, O7 1.625
3 C -0.18 0.34 0.53  C2 1.355, C4 1.416, H10 1.084
4 C -0.63 -1.00 0.54  C3 1.416, O5 1.354, C6 1.349
5 O -1.01 -1.67 1.65  C4 1.354, H11 0.963
6 C -0.50 -1.55 -0.69  C4 1.349, O7 1.359, H12 1.095
7 O -0.15 -0.58 -1.57  C2 1.625, C6 1.359
8 H 1.81 2.07 -1.40  N1 1.012
9 H 0.66 2.68 -0.35  N1 1.022
10 H -0.39 1.02 1.35  C3 1.084
11 H -0.59 -1.23 2.40  O5 0.963
12 H -0.35 -2.62 -0.86  C6 1.095

Results
SMILES: Nc1cc(O)co1
Highest occupied orbital energy: -7.78 eV
Total charge: 0
M: 99.09 g mol⁻¹
Frontier orbital gap: 8.5 eV

---

Relative to the most stable structure, the computed energies are 1) 0.0488; 2) 0.0000, all in hartree.

---

1) The following is a DFT calculation (ωB97M-V with the def2-TZVPD basis set) of the molecule C5H5NO.

Each atom is followed by the atoms it is bonded to, with distances in Å.
Atoms and positions in Å:
1 N 0.63 -2.62 1.73  C2 1.155
2 C 0.43 -1.72 1.03  N1 1.155, C3 1.449
3 C 0.13 -0.50 0.32  C2 1.449, C4 1.534, C5 1.760, C6 1.535, O7 1.492
4 C -1.08 -0.10 -0.53  C3 1.534, C5 1.554, H8 1.092, H9 1.093
5 C -0.32 1.17 -0.05  C3 1.760, C4 1.554, C6 1.549, O7 1.454, H10 1.086
6 C 1.02 0.49 -0.46  C3 1.535, C5 1.549, H11 1.093, H12 1.091
7 O -0.19 0.60 1.28  C3 1.492, C5 1.454
8 H -1.05 -0.25 -1.61  C4 1.092
9 H -2.04 -0.38 -0.10  C4 1.093
10 H -0.61 2.20 -0.18  C5 1.086
11 H 1.17 0.34 -1.53  C6 1.093
12 H 1.92 0.76 0.09  C6 1.091

Results
Highest occupied orbital energy: -10.37 eV
Total charge: 0
M: 95.10 g mol⁻¹
Frontier orbital gap: 11.1 eV

---

2) The following is a DFT calculation (ωB97M-V with the def2-TZVPD basis set) of the molecule C5H5NO.

Each atom is followed by the atoms it is bonded to, with distances in Å.
Atoms and positions in Å:
1 N 0.90 -1.62 -2.27  C2 1.160
2 C 0.73 -0.64 -1.66  N1 1.160, C3 1.442
3 C 0.52 0.61 -0.99  C2 1.442, C4 1.488, C5 1.741, H8 1.182
4 C 0.98 0.69 0.42  C3 1.488, C5 1.483, H9 1.091, H10 1.082
5 C -0.50 0.51 0.42  C3 1.741, C4 1.483, C6 1.475, H11 1.095
6 C -1.10 -0.77 0.82  C5 1.475, O7 1.207, H12 1.106
7 O -2.12 -0.83 1.46  C6 1.207
8 H -0.64 0.86 -1.00  C3 1.182
9 H 1.49 -0.19 0.81  C4 1.091
10 H 1.35 1.63 0.82  C4 1.082
11 H -1.07 1.41 0.68  C5 1.095
12 H -0.53 -1.67 0.50  C6 1.106

Results
SMILES: N#C[C@@H]1C[C@@H]1C=O
Highest occupied orbital energy: -9.67 eV
Total charge: 0
M: 95.10 g mol⁻¹
Frontier orbital gap: 9.5 eV

---

3) The following is a DFT calculation (ωB97M-V with the def2-TZVPD basis set) of the molecule C5H5NO.

Each atom is followed by the atoms it is bonded to, with distances in Å.
Atoms and positions in Å:
1 C -1.90 -1.30 -1.19  C2 1.209, H8 1.085
2 C -1.28 -0.62 -0.41  C1 1.209, C3 1.443
3 C -0.45 0.12 0.50  C2 1.443, C4 1.572, N7 1.443, H9 1.094
4 C 1.02 -0.39 0.74  C3 1.572, C5 1.516, H10 1.116, H11 1.090
5 C 1.40 0.88 0.00  C4 1.516, O6 1.204, N7 1.366
6 O 2.41 1.39 -0.39  C5 1.204
7 N 0.11 1.30 -0.11  C3 1.443, C5 1.366, H12 1.044
8 H -2.41 -1.97 -1.87  C1 1.085
9 H -0.94 0.42 1.43  C3 1.094
10 H 1.21 -0.47 1.84  C4 1.116
11 H 1.24 -1.31 0.20  C4 1.090
12 H -0.39 1.96 -0.75  N7 1.044

Results
SMILES: C#C[C@H]1CC(=O)N1
Highest occupied orbital energy: -9.93 eV
Total charge: 0
M: 95.10 g mol⁻¹
Frontier orbital gap: 10.8 eV

---

Relative to the most stable structure, the computed energies are 1) 0.0400; 2) 0.0570; 3) 0.0000, all in hartree.